a | This record from the OMol25 dataset describes 2 unconnected molecules or ions with the total composition C6H14NS. The level of theory is ωB97M-V with the def2-TZVPD basis set.

Geometry as ORCA input:
```
! RIJCOSX wB97M-V def2-TZVPD def2/J DEFGRID3
* xyz -1 1
C -2.783 -0.188 2.070
C -1.262 -0.078 2.127
C -0.789 1.250 1.603
C -0.361 2.242 2.373
H -3.106 -0.144 1.028
H -3.144 -1.139 2.467
H -3.285 0.629 2.590
H -0.839 -0.834 1.457
H -0.870 -0.231 3.134
H -0.710 1.289 0.517
H 0.044 3.160 1.966
H -0.339 2.136 3.456
C 2.207 -1.261 -2.746
C 1.627 -0.739 -1.432
S -0.185 -0.816 -1.395
N 1.739 -0.563 -3.941
H 1.918 -2.313 -2.837
H 3.306 -1.254 -2.748
H 1.954 0.301 -1.295
H 2.070 -1.321 -0.617
H 2.084 0.391 -3.930
H 0.724 -0.515 -3.848
*
```

Values from the calculation:
- Molar mass: 132.25 Da

natural (NBO) atomic charge list, values in e, 4 entries: C -0.597; C -0.464; C -0.138; C -0.458



b | This record from the OMol25 dataset describes a gas-phase ion, C6H14NS (charge -1). The level of theory is ωB97M-V with the def2-TZVPD basis set.

Geometry as ORCA input:
```
! RIJCOSX wB97M-V def2-TZVPD def2/J DEFGRID3
* xyz -1 1
C -1.107 0.348 1.543
C 0.291 -0.096 1.755
N 1.246 0.411 0.575
C 1.089 1.960 0.423
C 1.015 -0.373 -0.602
C -0.228 -0.300 -1.482
C -0.835 -1.658 -1.418
S -2.105 -1.860 -2.838
H -1.217 1.219 1.022
H -1.495 -0.367 0.871
H -1.612 0.349 2.540
H 0.843 0.295 2.743
H 0.463 -1.239 1.598
H 0.116 2.291 0.719
H 2.094 2.410 0.877
H 1.161 2.262 -0.617
H 1.186 -1.459 -0.389
H 1.834 -0.031 -1.247
H 0.071 -0.171 -2.479
H -1.040 0.391 -1.485
H -1.563 -1.894 -0.503
H -0.206 -2.488 -1.606
*
```

Values from the calculation:
- SMILES: CCN(C)CCC[S-]
- Molar mass: 132.25 Da

natural (NBO) atomic charge list, values in e, 4 entries: C -0.657; C -0.217; N -0.453; C -0.444



The least stable of them is b.



a | This record from the OMol25 dataset describes C2HF3O in the gas phase. The level of theory is ωB97M-V with the def2-TZVPD basis set.

Geometry as ORCA input:
```
! RIJCOSX wB97M-V def2-TZVPD def2/J DEFGRID3
* xyz 0 1
O -0.540 -0.888 -1.545
C 0.169 -0.188 -0.910
C -0.211 0.109 0.557
F 0.694 1.084 1.186
F -1.423 0.583 0.700
F 0.077 -0.970 1.285
H 1.233 0.270 -1.271
*
```

Values from the calculation:
- SMILES: O=CC(F)(F)F
- Molar mass: 98.02 Da

natural (NBO) atomic charge list, values in e, 4 entries: O -0.440; C 0.356; C 0.889; F -0.376



b | This record from the OMol25 dataset describes 2 unconnected molecules or ions with the total composition C2HF3O. The level of theory is ωB97M-V with the def2-TZVPD basis set.

Geometry as ORCA input:
```
! RIJCOSX wB97M-V def2-TZVPD def2/J DEFGRID3
* xyz 0 1
C -0.564 -0.528 0.406
C 0.716 0.131 0.122
O -0.811 -1.652 0.065
F -0.775 1.014 -1.551
F 1.049 1.270 0.632
F 1.633 -0.363 -0.637
H -1.248 0.128 0.964
*
```

Values from the calculation:
- Molar mass: 98.02 Da

natural (NBO) atomic charge list, values in e, 4 entries: C 0.280; C 1.002; O -0.403; F -0.646



The least stable of them is b.



a | This record from the OMol25 dataset describes a molecular structure, C45H43BGeIrN12S. The level of theory is ωB97M-V with the def2-TZVPD basis set.

Geometry as ORCA input:
```
! RIJCOSX wB97M-V def2-TZVPD def2/J DEFGRID3
* xyz 4 2
Ir -1.007 -0.253 -0.378
C -5.171 -0.419 -0.689
C -3.909 -0.295 -1.239
N -2.994 -0.134 -0.269
N -3.672 -0.149 0.918
C -4.974 -0.332 0.672
B -2.851 -0.012 2.204
N -2.012 -1.311 2.267
C -2.016 -2.312 3.161
C -0.995 -3.186 2.846
C -0.417 -2.658 1.704
N -1.050 -1.532 1.331
N -1.888 1.201 2.005
C -1.803 2.349 2.701
C -0.803 3.130 2.146
C -0.325 2.383 1.079
N -0.993 1.222 1.011
N -3.611 0.242 3.482
C -4.804 0.831 3.708
C -4.979 0.935 5.086
C -3.797 0.398 5.630
N -2.957 0.016 4.685
H -6.103 -0.550 -1.215
H -3.637 -0.287 -2.272
H -5.694 -0.405 1.472
H -2.728 -2.349 3.967
H -0.717 -4.084 3.374
H 0.433 -3.045 1.169
H -2.450 2.547 3.541
H -0.497 4.117 2.454
H 0.423 2.638 0.341
H -5.457 1.155 2.911
H -5.800 1.399 5.611
H -3.531 0.294 6.673
C -1.865 2.972 -4.407
N -2.079 1.517 -4.348
C -2.821 0.779 -5.258
C -2.799 -0.496 -4.858
N -2.022 -0.551 -3.683
C -1.608 0.713 -3.394
S -0.699 1.298 -2.060
C -1.591 -1.770 -3.083
C -1.766 -2.940 -3.805
C -1.207 -4.120 -3.357
C -0.439 -4.093 -2.204
C -0.368 -2.914 -1.510
N -0.962 -1.756 -1.890
H -2.420 3.367 -5.252
H -0.807 3.187 -4.537
H -2.217 3.430 -3.486
H -3.316 1.228 -6.103
H -3.284 -1.349 -5.295
H -2.307 -2.940 -4.736
H -1.349 -5.035 -3.917
H 0.076 -4.971 -1.842
H 0.186 -2.861 -0.592
C 6.158 2.254 0.323
C 5.008 2.989 0.568
C 3.842 2.338 0.983
C 3.816 0.937 1.146
C 4.980 0.210 0.899
C 6.146 0.872 0.490
Ge 2.171 -0.003 1.567
C 2.660 -1.798 2.091
C 2.559 -2.125 3.449
C 2.882 -3.409 3.872
C 3.280 -4.374 2.958
C 3.379 -4.058 1.607
C 3.072 -2.777 1.172
C 1.681 0.882 3.277
C 2.394 1.946 3.786
C 1.965 2.545 4.999
C 0.826 2.079 5.684
C 0.111 1.024 5.178
C 0.528 0.413 3.974
H 7.071 2.753 0.024
H 5.006 4.066 0.458
H 2.961 2.938 1.187
H 5.018 -0.861 1.050
H 7.050 0.296 0.334
H 2.272 -1.392 4.190
H 2.829 -3.645 4.927
H 3.539 -5.367 3.301
H 3.711 -4.804 0.895
H 3.199 -2.537 0.133
H 3.295 2.309 3.319
H 2.540 3.370 5.404
H 0.536 2.542 6.619
H -0.765 0.641 5.687
H -0.029 -0.446 3.611
C 4.708 0.376 -4.263
C 3.751 0.226 -3.122
C 3.280 1.329 -2.406
C 2.467 1.144 -1.315
N 2.086 -0.072 -0.880
C 2.463 -1.132 -1.615
C 3.280 -1.024 -2.719
H 5.327 1.264 -4.147
H 4.156 0.484 -5.201
H 5.345 -0.501 -4.362
H 3.564 2.334 -2.692
H 2.112 1.996 -0.757
H 2.094 -2.099 -1.309
H 3.561 -1.920 -3.259
*
```

Values from the calculation:
- <S²>: 0.763
- Molar mass: 1059.63 Da

Mulliken atomic charge list, values in e, 4 entries: Ir 1.824; C -1.698; C 0.113; N -0.535



b | This record from the OMol25 dataset describes a molecular structure, C45H43BGeIrN12S. The level of theory is ωB97M-V with the def2-TZVPD basis set.

Geometry as ORCA input:
```
! RIJCOSX wB97M-V def2-TZVPD def2/J DEFGRID3
* xyz 4 2
Ir 0.608 0.654 -0.898
C 4.497 2.429 -1.426
C 3.911 1.728 -2.457
N 3.239 0.679 -1.953
N 3.366 0.678 -0.572
C 4.127 1.748 -0.280
B 2.915 -0.324 0.700
N 1.960 0.549 1.567
C 2.113 1.005 2.826
C 0.984 1.715 3.184
C 0.153 1.667 2.068
N 0.737 0.956 1.105
N 2.156 -1.523 0.147
C 2.391 -2.845 0.255
C 1.340 -3.514 -0.339
C 0.476 -2.516 -0.790
N 0.981 -1.320 -0.485
N 4.135 -0.731 1.432
C 5.473 -0.692 1.138
C 6.141 -1.303 2.158
C 5.128 -1.707 3.055
N 3.928 -1.371 2.623
H 5.121 3.303 -1.499
H 3.929 1.904 -3.522
H 4.378 1.949 0.751
H 3.003 0.769 3.387
H 0.792 2.203 4.124
H -0.822 2.101 1.915
H 3.275 -3.204 0.757
H 1.210 -4.578 -0.423
H -0.460 -2.603 -1.316
H 5.853 -0.262 0.226
H 7.203 -1.449 2.249
H 5.237 -2.224 3.996
C -4.294 0.601 -2.519
N -3.067 0.509 -3.325
C -3.001 0.653 -4.702
C -1.719 0.506 -5.064
N -0.987 0.247 -3.895
C -1.851 0.280 -2.835
S -1.568 0.084 -1.145
C 0.388 -0.080 -3.892
C 0.949 -0.627 -5.077
C 2.341 -0.773 -5.171
C 3.127 -0.545 -4.087
C 2.491 -0.301 -2.761
N 1.089 0.154 -2.822
H -5.143 0.566 -3.195
H -4.298 1.541 -1.970
H -4.347 -0.244 -1.834
H -3.877 0.859 -5.294
H -1.258 0.586 -6.032
H 0.307 -0.899 -5.900
H 2.784 -1.072 -6.112
H 4.204 -0.655 -4.122
H 2.510 -1.246 -2.204
C -6.112 -2.469 -0.597
C -4.879 -2.994 -0.984
C -3.759 -2.770 -0.203
C -3.865 -2.024 0.979
C -5.106 -1.486 1.351
C -6.227 -1.721 0.568
Ge -2.399 -1.702 2.133
C -2.546 -0.317 3.404
C -1.973 -0.529 4.667
C -2.064 0.454 5.640
C -2.690 1.660 5.348
C -3.240 1.889 4.088
C -3.171 0.905 3.118
C -1.075 -3.027 2.340
C -1.368 -4.339 1.937
C -0.434 -5.342 2.132
C 0.804 -5.036 2.687
C 1.120 -3.729 3.049
C 0.184 -2.723 2.879
H -6.991 -2.665 -1.197
H -4.810 -3.602 -1.877
H -2.811 -3.215 -0.486
H -5.210 -0.928 2.273
H -7.191 -1.337 0.874
H -1.499 -1.474 4.906
H -1.658 0.280 6.627
H -2.769 2.421 6.112
H -3.739 2.826 3.881
H -3.631 1.073 2.149
H -2.340 -4.586 1.528
H -0.671 -6.364 1.868
H 1.525 -5.826 2.852
H 2.087 -3.498 3.472
H 0.422 -1.711 3.189
C 0.194 6.985 -1.699
C 0.247 5.504 -1.527
C -0.610 4.642 -2.212
C -0.519 3.280 -2.033
N 0.375 2.707 -1.208
C 1.196 3.535 -0.527
C 1.166 4.902 -0.663
H -0.649 7.294 -2.312
H 1.112 7.337 -2.175
H 0.128 7.481 -0.730
H -1.357 5.035 -2.888
H -1.184 2.618 -2.568
H 1.879 3.069 0.170
H 1.851 5.504 -0.080
*
```

Values from the calculation:
- <S²>: 0.782
- Molar mass: 1059.63 Da

Mulliken atomic charge list, values in e, 4 entries: Ir 0.753; C -1.385; C -0.058; N 0.188



The least stable of them is a.